Record 1
Molecular formula: C2H5N2
Method: DFT, ωB97M-V/def2-TZVPD

As for the charge: +1. The gap between HOMO and LUMO (spin up / spin down) comes out at 8.70 / 7.58 eV. The LUMO energy (spin up / spin down) is -0.276 / -0.299 hartree. The energy relative to the best compared isomer or geometry (same formula, charge and spin) comes out at 134.7 kcal per mole. As for the SMILES: C=[N+]=NC. Its HOMO energy (spin up / spin down) is -16.212 / -15.722 eV.

```
9
Properties=species:S:1:pos:R:3:forces:R:3
C -1.096 -1.720 0.200 -2.2 -2.8 0.9
C 0.792 1.341 -0.086 0.5 3.4 -0.9
N 0.705 0.088 -0.533 -3.7 -3.6 1.3
N -0.761 -0.641 -0.251 4.5 4.5 -2.5
H -0.556 -2.289 0.952 0.5 -0.1 -0.1
H -2.133 -2.200 -0.084 1.8 1.3 0.4
H 1.810 1.623 0.329 -0.3 -1.1 -0.3
H 0.052 1.794 0.639 0.5 -0.4 -1.3
H 1.187 2.003 -1.165 -1.6 -1.2 2.5
```
Positions in Å, forces in eV/Å.


Record 2
Molecular formula: C2H5N2
Method: DFT, ωB97M-V/def2-TZVPD

As for the charge: +1. The gap between HOMO and LUMO (spin up / spin down) comes out at 9.39 / 9.12 eV. The LUMO energy (spin up / spin down) is -0.195 / -0.227 hartree. The energy relative to the best compared isomer or geometry (same formula, charge and spin) comes out at 103.1 kcal per mole. Its HOMO energy (spin up / spin down) is -14.691 / -15.304 eV.

```
9
Properties=species:S:1:pos:R:3:forces:R:3
C 1.117 0.326 0.113 3.0 2.0 0.0
C -0.704 -0.187 -0.253 -2.1 -2.9 -0.6
N 0.584 -0.851 -0.057 -2.1 -1.2 0.3
N -0.028 0.962 -0.236 1.1 3.3 1.2
H 2.188 0.687 0.428 -2.4 -0.8 -0.8
H -1.581 -0.396 -0.899 1.1 -0.3 0.4
H -2.147 -0.678 1.289 1.1 0.4 -0.8
H 0.898 -1.780 -0.207 0.4 -0.7 0.2
H -0.328 1.918 -0.178 0.0 0.2 0.1
```
Positions in Å, forces in eV/Å.


Record 3
Molecular formula: C2H5N2
Method: DFT, ωB97M-V/def2-TZVPD

As for the charge: +1. The gap between HOMO and LUMO comes out at 12.27 eV. The LUMO energy is -0.148 hartree. The energy relative to the best compared isomer or geometry (same formula, charge and spin) comes out at 15.9 kcal per mole. As for the SMILES: [NH2+]=C1CN1. Its HOMO energy is -16.294 eV.

```
9
Properties=species:S:1:pos:R:3:forces:R:3
C -0.222 0.083 -0.027 0.8 -1.2 -0.1
C 1.040 -0.622 -0.064 1.2 -2.6 0.3
N 0.819 0.816 0.011 1.4 2.1 0.7
N -1.478 0.068 -0.031 -2.3 1.7 0.0
H 1.379 -1.145 0.934 -0.7 0.8 -2.3
H 1.357 -1.046 -1.085 -0.1 0.7 1.9
H 1.220 1.554 0.622 -0.6 -0.6 -0.8
H -2.120 -0.635 -0.290 0.1 -1.9 -0.2
H -1.995 0.927 -0.069 0.1 0.9 0.4
```
Positions in Å, forces in eV/Å.